[1]
Molecular formula: C16H51N4O8
Method: DFT, wB97M-V/def2-TZVPD

```
79
C16H51N4O8 (wB97M-V/def2-TZVPD)
N -0.056 -0.292 1.109
H 0.014 0.134 0.196
H 0.827 -0.212 1.593
H -0.184 -1.290 1.022
H -0.610 0.201 1.795
C -3.052 2.146 0.107
C -4.291 1.725 -0.690
C -4.244 2.106 -2.186
O -4.111 3.498 -2.401
C -3.944 3.885 -3.806
N -4.421 0.319 -0.371
H -2.873 3.212 -0.031
H -2.193 1.614 -0.300
H -3.142 1.866 1.156
H -5.124 2.251 -0.222
H -5.121 1.724 -2.707
H -3.365 1.694 -2.683
H -3.913 4.966 -3.942
H -4.706 3.429 -4.438
H -2.960 3.497 -4.072
H -3.742 -0.031 -1.031
H -5.257 -0.011 -0.831
C 1.869 -3.330 2.482
C 1.400 -3.106 1.016
C 1.849 -4.318 0.134
O 1.526 -3.936 -1.198
C 1.889 -4.900 -2.203
N -0.007 -3.093 0.978
H 1.447 -4.266 2.847
H 1.523 -2.494 3.090
H 2.959 -3.319 2.507
H 1.801 -2.237 0.495
H 1.321 -5.239 0.381
H 2.935 -4.411 0.152
H 1.229 -5.765 -2.139
H 2.916 -5.233 -2.054
H 1.796 -4.456 -3.194
H -0.526 -3.650 1.642
H -0.154 -3.480 0.057
C -0.812 -0.855 -2.758
C 0.558 -0.654 -2.167
C 1.717 -0.622 -3.218
O 1.576 0.404 -4.165
C 2.577 0.511 -5.196
N 0.538 0.584 -1.347
H -1.566 -0.488 -2.061
H -1.051 -1.912 -2.874
H -1.115 -0.295 -3.642
H 0.670 -1.514 -1.506
H 1.937 -1.595 -3.657
H 2.631 -0.466 -2.645
H 2.663 -0.440 -5.723
H 3.541 0.807 -4.781
H 2.261 1.332 -5.840
H 0.176 1.395 -1.828
H 1.513 0.835 -1.264
O -2.225 -0.331 2.773
H -2.350 -0.386 3.721
H -3.092 -0.116 2.429
C 1.296 0.170 4.848
C 2.677 0.207 4.023
O 2.405 -0.185 2.672
O 1.474 0.683 6.169
H 0.900 -0.845 4.886
H 0.504 0.709 4.327
H 3.449 -0.338 4.566
H 2.955 1.261 4.042
H 3.231 -0.207 2.183
H 0.684 0.439 6.657
C 1.975 3.471 1.662
C 0.461 3.136 1.394
O 0.126 2.152 2.378
O 2.138 4.322 2.723
H 2.463 3.894 0.784
H 2.474 2.531 1.899
H 0.332 2.841 0.353
H -0.085 4.051 1.626
H -0.672 2.451 2.821
H 1.762 3.862 3.477
```

As for the max |F|: 3.56 eV Å⁻¹. The LUMO energy (alpha / beta) comes out at 0.102 / 0.006 eV. The orbital gap (alpha / beta) is 2.014 / 9.838 eV. As for the spin multiplicity: 2. The highest occupied orbital energy (alpha / beta) comes out at -1.91 / -9.83 eV.

These are the Löwdin partial charges, in e, on atoms 1 to 5: N 0.25; H 0.03; H 0.07; H 0.04; H 0.05


[2]
Molecular formula: C16H52BrN4O8
Method: DFT, wB97M-V/def2-TZVPD

```
81
C16H52BrN4O8 (wB97M-V/def2-TZVPD)
Br -0.085 -1.131 0.569
O 1.266 1.032 -1.941
H 1.104 0.568 -1.105
H 1.114 0.352 -2.613
O 2.073 -2.423 3.446
H 3.013 -2.567 3.298
H 1.723 -2.210 2.566
O -3.315 -2.102 0.649
H -2.430 -2.047 0.249
H -3.273 -1.482 1.384
O -0.813 -2.088 3.882
H -1.655 -2.429 4.203
H -0.959 -1.931 2.936
C 4.661 0.281 0.143
C 4.389 -0.222 1.581
C 5.553 0.098 2.490
O 6.683 -0.627 1.991
C 7.836 -0.484 2.756
N 3.131 0.289 2.067
H 3.739 0.201 -0.439
H 5.300 -0.328 -0.503
H 4.984 1.320 0.214
H 4.436 -1.315 1.569
H 5.420 -0.351 3.486
H 5.865 1.143 2.617
H 7.610 -0.473 3.832
H 8.373 0.461 2.588
H 8.511 -1.302 2.509
H 3.134 1.296 2.166
H 2.290 0.064 1.551
C -1.261 -3.775 -2.632
C 0.136 -3.337 -3.150
C 0.395 -3.431 -4.649
O 0.266 -4.722 -5.252
C 0.673 -4.768 -6.573
N 0.289 -1.922 -2.767
H -2.030 -3.334 -3.276
H -1.509 -3.420 -1.634
H -1.351 -4.865 -2.652
H 0.802 -4.032 -2.637
H 1.471 -3.248 -4.778
H -0.079 -2.643 -5.244
H 1.762 -4.660 -6.698
H 0.141 -4.048 -7.206
H 0.491 -5.779 -6.947
H -0.546 -1.451 -3.121
H 0.142 -1.804 -1.759
C -2.091 2.556 4.377
C -1.603 2.770 2.933
C -0.960 4.142 2.788
O -0.525 4.369 1.460
C -1.560 4.662 0.547
N -0.553 1.752 2.660
H -2.797 3.374 4.572
H -1.233 2.606 5.041
H -2.676 1.645 4.487
H -2.383 2.673 2.166
H -0.088 4.175 3.445
H -1.629 4.928 3.158
H -2.314 3.897 0.373
H -1.004 4.886 -0.366
H -2.049 5.621 0.765
H -0.978 0.918 2.250
H -0.259 2.160 1.761
C -3.031 2.619 -2.253
C -2.972 1.269 -1.516
C -4.363 0.642 -1.405
O -5.270 1.589 -0.823
C -5.574 1.377 0.536
N -2.067 0.312 -2.132
H -3.806 3.157 -1.702
H -3.392 2.502 -3.275
H -2.116 3.198 -2.166
H -2.666 1.510 -0.484
H -4.406 -0.359 -0.967
H -4.799 0.449 -2.392
H -6.424 2.012 0.803
H -4.745 1.556 1.223
H -6.040 0.386 0.620
H -1.965 -0.418 -1.428
H -1.136 0.710 -2.225
```

The total charge is -1. As for the max |F|: 2.15 eV Å⁻¹. The LUMO energy comes out at 2.681 eV. The orbital gap is 8.808 eV. As for the spin multiplicity: 1. The highest occupied orbital energy comes out at -6.13 eV.

These are the Löwdin partial charges, in e, on atoms 1 to 5: Br 0.10; O -0.11; H -0.07; H 0.00; O -0.09


[3]
Molecular formula: C16H52N8O10
Method: DFT, wB97M-V/def2-TZVPD

```
86
C16H52N8O10 (wB97M-V/def2-TZVPD)
N -0.300 -3.838 -0.327
C 0.390 -3.158 -1.199
N 1.586 -2.905 -0.768
O -0.063 -2.779 -2.398
H -1.231 -4.112 -0.562
H -0.099 -4.040 0.690
H 2.255 -2.499 -1.484
H 1.984 -3.141 0.168
N 0.314 -4.291 2.270
C 1.235 -3.346 2.553
N 2.465 -3.646 2.204
O 0.832 -2.125 3.027
H -0.680 -4.103 2.519
H 0.562 -5.325 2.172
H 3.196 -2.892 2.204
H 2.783 -4.547 1.785
N -3.587 -1.941 4.196
C -2.444 -2.353 3.684
N -1.733 -1.495 3.003
O -1.966 -3.599 3.852
H -4.088 -2.570 4.808
H -4.087 -1.036 4.041
H -0.760 -1.786 2.872
H -2.124 -0.654 2.463
N 1.901 -0.793 -3.237
C 3.064 -0.822 -2.683
N 3.612 -1.995 -2.547
O 3.683 0.285 -2.238
H 1.534 0.118 -3.296
H 1.447 -1.496 -3.821
H 4.553 -1.995 -2.055
H 3.361 -2.825 -3.156
C 1.579 2.224 -4.482
C 0.217 2.521 -3.784
C -0.144 1.557 -2.685
O 0.338 3.555 -3.088
H 2.389 1.926 -3.831
H 1.978 3.089 -4.981
H 1.481 1.396 -5.182
H -0.609 2.557 -4.624
H -0.489 0.573 -2.930
H -0.929 1.965 -2.114
H 0.718 1.373 -2.098
H -0.390 3.566 -2.528
C -2.825 -1.805 -0.151
C -3.170 -0.292 -0.088
C -4.553 0.147 -0.527
O -3.003 0.323 1.034
H -2.700 -2.121 -1.147
H -3.697 -2.368 0.263
H -1.907 -2.037 0.462
H -2.493 0.239 -0.749
H -4.712 -0.244 -1.518
H -4.662 1.272 -0.623
H -5.292 -0.246 0.105
H -2.773 1.272 0.849
C -1.768 2.645 2.375
C -1.960 3.430 1.131
C -0.697 3.698 0.333
O -2.789 2.921 0.350
H -1.361 3.211 3.193
H -1.134 1.760 2.248
H -2.671 2.354 2.780
H -2.445 4.404 1.484
H -0.846 4.345 -0.535
H -0.374 2.728 -0.096
H 0.132 4.118 0.916
H -3.102 3.482 -0.336
C 2.251 1.258 3.123
O 2.894 0.768 1.942
H 1.296 0.700 3.294
H 1.871 2.225 2.825
H 3.001 1.454 3.924
H 2.185 0.376 1.428
C 3.296 3.135 -0.858
O 4.483 2.541 -1.292
H 3.527 3.839 -0.006
H 2.734 2.282 -0.430
H 2.699 3.715 -1.548
H 4.362 1.644 -1.516
C 0.143 -0.091 0.357
O 1.445 -0.273 -0.139
H -0.060 0.880 0.782
H -0.125 -0.941 0.934
H -0.520 -0.185 -0.466
H 1.585 -1.157 -0.520
```

The value obtained for the energy above the lowest of the compared OMol25 structures with the same formula, charge and spin is 800.5 kJ/mol. Its structure (SMILES) is NC(N)=O.NC(N)=O.NC(N)=O.NC(N)=O.CC(C)O.CC(C)O.CC(C)O.CO.CO.CO. As for the max |F|: 9.92 eV Å⁻¹. The LUMO energy comes out at -0.052 eV. The orbital gap is 8.486 eV. As for the spin multiplicity: 1. The highest occupied orbital energy comes out at -8.54 eV.

These are the Löwdin partial charges, in e, on atoms 1 to 5: N 0.17; C -0.66; N 0.14; O -0.09; H 0.10


[4]
Molecular formula: C16H52N8O16
Method: DFT, wB97M-V/def2-TZVPD

```
92
C16H52N8O16 (wB97M-V/def2-TZVPD)
N 2.283 -0.666 3.427
C 3.330 -1.155 2.706
N 3.046 -2.408 2.149
O 4.486 -0.625 2.561
H 2.306 0.383 3.482
H 1.451 -1.138 3.117
H 3.907 -2.937 2.080
H 2.257 -2.900 2.461
N 0.310 -1.190 -3.246
C -0.852 -1.527 -3.948
N -1.510 -0.367 -4.526
O -1.276 -2.665 -4.109
H 0.824 -1.966 -2.827
H 0.374 -0.270 -2.869
H -1.012 0.481 -4.785
H -2.308 -0.554 -5.055
N 0.023 -0.966 -0.062
C -0.254 -0.539 1.144
N 0.080 0.782 1.299
O -0.609 -1.287 2.064
H 0.175 -0.197 -0.709
H -0.580 -1.692 -0.455
H 0.153 1.176 2.227
H 0.712 1.196 0.585
N -3.235 1.463 5.224
C -2.264 1.051 4.419
N -2.166 -0.316 4.276
O -1.499 1.869 3.877
H -3.803 0.733 5.645
H -3.628 2.360 5.073
H -1.468 -0.688 3.668
H -2.945 -0.894 4.604
O -2.790 -0.823 -1.376
C -3.869 -0.213 -0.668
C -4.859 0.540 -1.525
O -4.230 1.627 -2.249
H -2.683 -0.364 -2.208
H -4.488 -1.043 -0.276
H -3.435 0.367 0.167
H -5.663 0.936 -0.969
H -5.319 -0.153 -2.255
H -3.795 2.188 -1.602
O 3.614 2.125 2.737
C 4.080 2.948 1.782
C 3.413 2.634 0.396
O 1.991 2.857 0.423
H 4.058 1.224 2.852
H 3.879 3.974 1.994
H 5.132 2.784 1.631
H 3.576 1.552 0.068
H 3.831 3.348 -0.296
H 1.844 3.392 1.230
O -1.004 -3.600 -1.563
C -1.611 -4.453 -0.552
C -2.794 -3.857 0.166
O -3.933 -3.543 -0.655
H -1.610 -3.399 -2.278
H -1.812 -5.473 -0.957
H -0.824 -4.490 0.204
H -2.498 -2.913 0.636
H -3.088 -4.504 0.981
H -3.556 -2.848 -1.202
O -2.208 3.193 1.551
C -1.164 4.032 0.917
C -0.466 5.009 1.860
O 0.376 4.360 2.868
H -1.760 2.661 2.241
H -0.463 3.409 0.273
H -1.630 4.668 0.204
H -1.180 5.627 2.370
H 0.181 5.659 1.264
H -0.136 3.615 3.248
O 1.245 1.256 -1.973
C 1.250 2.629 -2.451
C 0.323 2.613 -3.619
O 0.878 1.957 -4.793
H 2.045 1.092 -1.476
H 0.990 3.319 -1.659
H 2.278 2.938 -2.761
H -0.055 3.590 -3.879
H -0.551 2.025 -3.340
H 1.506 1.265 -4.576
O 1.848 -4.113 -2.258
C 2.489 -3.761 -1.043
C 3.962 -3.815 -1.346
O 4.460 -5.040 -1.878
H 0.896 -4.178 -2.026
H 2.115 -2.799 -0.640
H 2.340 -4.558 -0.251
H 4.557 -3.711 -0.470
H 4.233 -3.003 -2.024
H 3.773 -5.302 -2.466
```

The value obtained for the energy above the lowest of the compared OMol25 structures with the same formula, charge and spin is 0.0 kJ/mol. Its structure (SMILES) is NC(N)=O.NC(N)=O.NC(N)=O.NC(N)=O.OCCO.OCCO.OCCO.OCCO.OCCO.OCCO. As for the max |F|: 3.80 eV Å⁻¹. The LUMO energy comes out at 0.354 eV. The orbital gap is 10.390 eV. As for the spin multiplicity: 1. The highest occupied orbital energy comes out at -10.04 eV.

These are the Löwdin partial charges, in e, on atoms 1 to 5: N 0.17; C -0.58; N 0.16; O -0.03; H 0.12


[5]
Molecular formula: C16H52O10
Method: DFT, wB97M-V/def2-TZVPD

```
78
C16H52O10 (wB97M-V/def2-TZVPD)
C -0.874 -4.513 1.028
C -1.779 -4.964 2.261
C -3.171 -5.312 1.779
O -0.957 -5.915 2.878
H -0.195 -3.726 1.356
H -1.325 -3.911 0.238
H -0.361 -5.334 0.528
H -1.886 -4.154 2.983
H -3.800 -4.430 1.657
H -3.677 -6.056 2.394
H -3.106 -5.780 0.796
H -0.009 -5.764 2.859
C 0.487 -0.961 -0.115
C -0.399 -0.148 0.890
C 0.307 1.144 1.215
O -1.734 0.048 0.347
H 1.382 -1.239 0.442
H 0.835 -0.286 -0.897
H -0.081 -1.776 -0.564
H -0.593 -0.758 1.771
H 0.003 1.682 2.112
H 0.255 1.859 0.394
H 1.389 1.018 1.177
H -1.643 0.685 -0.366
C 3.158 3.470 2.313
C 3.556 3.838 3.677
O 4.768 3.191 4.091
H 3.883 3.762 1.553
H 2.250 4.050 2.148
H 2.890 2.417 2.232
H 2.808 3.634 4.443
H 3.667 4.917 3.780
H 4.902 3.352 5.028
C 2.389 0.478 -4.041
C 3.304 1.560 -4.607
O 4.337 1.728 -3.737
H 2.107 0.615 -2.997
H 2.808 -0.528 -4.067
H 1.481 0.366 -4.634
H 2.782 2.515 -4.669
H 3.613 1.211 -5.592
H 3.981 1.631 -2.851
C -4.063 1.921 1.616
O -3.294 1.088 2.511
H -3.917 1.682 0.563
H -5.152 1.909 1.656
H -3.688 2.918 1.844
H -2.565 0.659 2.059
C 4.096 0.062 -0.651
O 4.318 1.500 -0.613
H 4.918 -0.590 -0.949
H 3.845 -0.229 0.369
H 3.348 -0.291 -1.361
H 4.917 1.715 0.105
C -1.183 4.704 1.172
O -1.979 4.914 2.365
H -1.572 5.224 0.296
H -0.139 4.821 1.462
H -1.257 3.641 0.944
H -2.254 5.828 2.472
C 0.686 -4.054 -2.975
O 0.450 -2.810 -3.628
H 0.542 -4.053 -1.895
H -0.015 -4.715 -3.484
H 1.675 -4.411 -3.265
H 0.204 -3.015 -4.533
C -4.980 -1.705 -0.015
O -3.806 -1.438 -0.836
H -5.077 -0.934 0.750
H -5.888 -1.848 -0.600
H -4.735 -2.599 0.559
H -3.172 -1.100 -0.199
C -1.267 0.930 -2.634
O -1.221 1.919 -1.633
H -0.694 1.259 -3.501
H -0.887 -0.034 -2.297
H -2.263 0.790 -3.053
H -1.682 2.731 -1.855
```

The value obtained for the energy above the lowest of the compared OMol25 structures with the same formula, charge and spin is 127.2 kJ/mol. The total charge is -1. As for the max |F|: 3.59 eV Å⁻¹. The LUMO energy (alpha / beta) comes out at 2.435 / 2.338 eV. The orbital gap (alpha / beta) is 1.742 / 9.655 eV. As for the spin multiplicity: 2. The highest occupied orbital energy (alpha / beta) comes out at 0.69 / -7.32 eV.

These are the Löwdin partial charges, in e, on atoms 1 to 5: C -0.06; C -0.46; C -0.05; O -0.07; H 0.06